1.
A structure of composition C44H53Cl3N2O3RuSSe, computed with the ωB97M-V functional and the def2-TZVPD basis.

Properties
highest occupied orbital energy (alpha / beta) = -12.49 / -12.49 eV
LUMO (alpha / beta) = -5.44 / -8.34 eV
orbital gap (alpha / beta) = 7.0480 / 4.1471 eV
spin multiplicity = 5
expectation value of S² = 6.057
molecular weight = 976.375 g mol⁻¹
total charge = +2

Last column: Mulliken charge in e.
Atoms and positions in Å:
Ru1 0.801 -1.161 -2.573  0.835
Se1 -1.493 -1.503 -3.365  0.077
Cl1 6.029 5.358 5.349  -0.189
Cl2 5.870 -1.300 5.258  -0.185
Cl3 2.733 3.385 1.593  -0.095
S1 3.458 0.133 6.233  -0.161
O1 0.449 0.772 -2.991  -1.115
O2 5.107 -0.308 1.905  -0.541
O3 0.500 -2.891 -1.603  -1.268
N1 2.670 -0.757 -1.785  0.325
N2 4.306 0.290 -0.781  0.374
C1 -3.379 2.176 -2.564  -0.780
C2 -2.123 -3.933 0.598  -0.167
C3 0.346 -4.523 0.770  2.480
C4 6.053 1.936 3.306  -0.066
C5 1.498 3.255 -3.336  -1.965
C6 4.974 1.227 0.125  -1.269
C7 5.612 4.088 4.254  0.394
C8 -3.251 -3.330 0.005  -0.795
C9 -0.330 4.815 -3.912  -1.737
C10 4.305 -0.657 4.981  0.798
C11 -4.912 -4.996 0.816  -1.653
C12 -3.147 0.793 -2.787  -0.484
C13 -0.081 -5.277 2.030  -2.247
C14 -0.975 2.663 -2.844  -0.085
C15 4.865 -0.789 -1.420  0.037
C16 2.368 -0.010 3.932  -0.553
C17 3.847 -1.434 -2.047  -1.403
C18 -3.068 -2.585 -1.185  -0.981
C19 -2.281 3.046 -2.615  -0.553
C20 -4.566 -2.821 2.032  -1.534
C21 4.482 4.226 3.463  -0.889
C22 1.379 -3.458 1.182  -2.079
C23 6.403 2.952 4.181  -1.112
C24 -5.730 -2.858 -0.176  -2.177
C25 -4.768 2.730 -2.312  1.914
C26 0.111 3.738 -2.904  1.961
C27 -0.743 1.240 -2.938  2.073
C28 -4.613 -3.496 0.649  1.998
C29 2.146 0.463 5.187  -0.605
C30 4.194 -1.216 2.524  -0.420
C31 3.630 -0.664 3.795  0.079
C32 0.229 4.362 -1.502  -1.643
C33 4.926 2.041 2.499  -0.593
C34 4.164 3.197 2.598  0.852
C35 -5.838 1.638 -2.307  -2.147
C36 -1.819 -2.444 -1.706  0.102
C37 -4.765 3.429 -0.941  -1.558
C38 4.533 0.931 1.555  0.827
C39 -0.668 -3.068 -1.101  2.133
C40 -1.875 0.343 -2.943  -0.260
C41 -5.104 3.751 -3.413  -1.617
C42 2.996 0.276 -1.022  -0.749
C43 -0.846 -3.856 0.098  -0.485
C44 0.980 -5.537 -0.198  -1.737
H1 1.845 -2.980 0.322  0.274
H2 1.960 2.594 -2.606  0.130
H3 3.867 5.112 3.525  0.475
H4 0.268 -6.320 -0.463  0.428
H5 -4.353 -1.755 1.947  0.359
H6 -5.603 -1.777 -0.271  0.414
H7 3.873 -2.330 -2.642  0.514
H8 4.780 -2.115 2.714  0.638
H9 -2.283 -4.494 1.506  0.587
H10 1.283 0.991 5.557  0.445
H11 2.163 -3.939 1.767  0.610
H12 -5.808 -3.295 -1.173  0.432
H13 2.136 4.134 -3.436  0.567
H14 4.739 2.246 -0.179  0.417
H15 -5.536 -2.936 2.516  0.461
H16 -4.423 4.602 -3.406  0.353
H17 -4.878 -5.519 -0.140  0.384
H18 6.644 1.032 3.263  0.545
H19 0.997 5.135 -1.515  0.504
H20 -3.816 -3.272 2.680  0.355
H21 -1.263 5.302 -3.636  0.323
H22 0.925 -2.690 1.815  0.555
H23 -6.683 -3.025 0.325  0.451
H24 3.389 -1.468 1.823  -0.259
H25 1.343 -5.073 -1.112  0.282
H26 -4.067 4.266 -0.909  0.348
H27 -5.661 0.896 -1.526  0.427
H28 0.437 5.588 -3.958  0.489
H29 -0.444 4.396 -4.912  0.416
H30 -4.217 -5.481 1.500  0.368
H31 -2.479 4.099 -2.475  0.505
H32 3.439 0.861 1.570  0.170
H33 -0.512 -4.616 2.784  0.414
H34 0.800 -5.741 2.473  0.423
H35 -6.808 2.091 -2.108  0.445
H36 2.315 1.015 -0.630  0.800
H37 7.277 2.864 4.810  0.454
H38 1.658 0.097 3.122  0.417
H39 -6.111 4.134 -3.248  0.471
H40 1.827 -6.013 0.296  0.447
H41 -0.704 4.821 -1.176  0.310
H42 0.517 3.613 -0.760  0.351
H43 -3.924 -2.158 -1.686  0.614
H44 -5.914 -5.114 1.229  0.471
H45 -5.913 1.129 -3.270  0.414
H46 -5.761 3.822 -0.740  0.473
H47 -3.984 0.114 -2.851  0.651
H48 1.481 2.747 -4.300  0.432
H49 5.917 -0.999 -1.364  0.493
H50 -5.074 3.295 -4.403  0.374
H51 -0.791 -6.076 1.812  0.523
H52 -4.507 2.735 -0.141  0.363
H53 6.047 1.069 0.035  0.331

---

2.
A cluster of 10 separate species, C44H53FN10O3 in total, computed with the ωB97M-V functional and the def2-TZVPD basis.

Properties
highest occupied orbital energy = -8.17 eV
LUMO = -1.09 eV
orbital gap = 7.0886 eV
molecular weight = 788.973 g mol⁻¹

Last column: Mulliken charge in e.
Atoms and positions in Å:
F1 -3.931 0.903 -3.197  -0.333
O1 -2.067 3.862 -7.037  -0.520
O2 -3.912 4.514 -5.932  -0.336
O3 -5.414 4.796 -4.295  -0.509
N1 5.811 -2.307 1.065  0.146
N2 -0.908 0.714 -2.857  -0.295
N3 -0.595 -3.278 -4.623  0.022
N4 0.035 3.989 4.434  0.022
N5 7.777 -0.672 4.619  0.204
N6 -1.914 -1.752 -8.241  0.082
N7 -9.121 0.589 2.836  -0.029
N8 0.412 0.113 1.286  0.111
N9 7.286 -5.350 3.135  0.160
N10 -4.782 1.278 1.458  0.084
C1 8.944 0.018 4.440  -0.204
C2 -2.763 -2.898 -4.795  -0.188
C3 -1.468 1.957 -4.848  -0.079
C4 0.446 2.918 5.182  -0.461
C5 -1.051 4.116 6.356  -0.384
C6 1.230 -0.807 0.691  -1.013
C7 6.638 -3.226 0.475  -1.102
C8 7.853 -1.467 1.170  -0.288
C9 -10.085 1.561 2.843  -0.438
C10 -1.104 -4.299 -5.380  -0.513
C11 -11.124 1.124 2.067  -0.412
C12 2.511 -0.328 0.756  -0.219
C13 1.154 1.171 1.733  -0.304
C14 -1.597 -2.418 -4.260  -0.502
C15 -1.491 0.415 -8.107  0.012
C16 -0.656 -1.573 -8.744  -0.441
C17 -0.362 -0.237 -8.674  -0.893
C18 7.719 -4.516 4.127  -0.071
C19 7.490 -6.651 3.507  -0.520
C20 -0.878 4.722 5.142  -0.548
C21 8.054 -6.647 4.756  -0.494
C22 2.463 0.930 1.418  -0.670
C23 -3.513 1.782 1.462  -0.825
C24 -9.535 -0.467 2.069  -0.480
C25 -10.775 -0.164 1.576  -0.414
C26 8.310 0.184 6.590  -0.402
C27 7.916 -2.736 0.534  -0.350
C28 -0.209 2.970 6.382  -0.479
C29 -4.496 4.176 -4.723  0.006
C30 8.199 -5.289 5.150  -0.551
C31 7.386 -0.579 5.927  -0.576
C32 -3.720 3.039 -4.138  0.203
C33 -2.452 -4.092 -5.505  -0.751
C34 -5.607 2.114 2.158  -0.491
C35 -4.855 3.161 2.619  -0.765
C36 -2.432 -0.548 -7.854  -0.787
C37 -2.803 3.741 -6.110  0.172
C38 -5.524 2.479 -2.420  -1.523
C39 6.539 -1.227 1.481  -0.736
C40 -0.867 1.811 -3.485  -0.485
C41 -4.086 2.262 -2.895  0.908
C42 -2.669 2.832 -4.939  0.508
C43 9.301 0.563 5.645  -0.618
C44 -3.522 2.950 2.176  -0.233
H1 -6.155 2.632 -3.285  0.481
H2 -8.916 -1.338 1.941  0.379
H3 -1.639 0.976 -5.294  -0.169
H4 8.795 -3.222 0.146  0.406
H5 10.176 1.163 5.829  0.387
H6 7.217 -7.464 2.857  0.357
H7 -3.734 -2.444 -4.687  0.502
H8 -12.035 1.665 1.874  0.396
H9 7.662 -3.449 4.017  0.157
H10 -9.948 2.476 3.393  0.367
H11 6.489 -1.062 6.273  0.381
H12 8.335 -7.519 5.321  0.396
H13 4.816 -2.402 1.160  0.232
H14 0.370 -3.171 -4.376  0.191
H15 -5.219 3.987 3.206  0.416
H16 6.058 -0.381 1.944  0.619
H17 -0.319 2.676 -3.100  0.404
H18 -1.707 4.455 7.139  0.419
H19 -0.077 -2.407 -9.100  0.402
H20 0.686 2.000 2.234  0.376
H21 -6.658 1.902 2.254  0.535
H22 -3.375 2.529 -2.110  0.192
H23 -5.862 1.554 -1.957  0.365
H24 -5.067 0.429 1.006  0.220
H25 8.282 0.438 7.636  0.413
H26 -0.468 -5.078 -5.763  0.420
H27 -0.706 2.431 -5.472  0.488
H28 3.294 1.579 1.636  0.422
H29 -2.671 3.584 2.364  0.453
H30 0.355 4.205 3.508  0.227
H31 1.168 2.217 4.799  0.407
H32 -3.138 -4.726 -6.041  0.459
H33 -0.364 0.755 -1.996  0.186
H34 6.242 -4.134 0.052  0.636
H35 -5.610 3.296 -1.715  0.322
H36 0.562 0.221 -8.984  0.409
H37 3.386 -0.818 0.363  0.697
H38 -2.379 -2.636 -8.152  0.229
H39 -2.715 1.265 0.955  0.562
H40 8.615 -4.921 6.072  0.409
H41 -0.098 2.266 7.189  0.412
H42 8.676 -0.800 1.355  0.463
H43 -1.322 5.609 4.722  0.403
H44 -1.400 -1.539 -3.666  0.352
H45 -3.417 -0.481 -7.424  0.383
H46 0.833 -1.717 0.275  0.406
H47 9.423 0.064 3.478  0.244
H48 -8.251 0.636 3.331  0.257
H49 7.282 -1.172 3.901  0.127
H50 -0.583 0.021 1.385  0.173
H51 6.892 -5.048 2.262  0.208
H52 -1.593 1.468 -7.904  0.621
H53 -11.369 -0.794 0.936  0.397

---

Q: Which of these has the lowest molecular weight?
A: C44H53FN10O3

---

Q: What is the molecular weight in the second record?
A: 788.973 g mol⁻¹

---

Q: Look up the molecular weight of the first one.
A: 976.375 g mol⁻¹

---

Q: Which formula does entry 1 have?
A: C44H53Cl3N2O3RuSSe